[1]
DFT (wB97M-V/def2-TZVPD) results for a molecular structure, C30H46Cl2N3OPYb in a non-equilibrium geometry.

Structure (XYZ):
```
84
C30H46Cl2N3OPYb wB97M-V/def2-TZVPD
P 0.331 1.844 -1.264
C 2.137 1.986 -1.207
C 2.589 3.060 -2.208
C 4.125 3.099 -2.269
C 4.752 3.280 -0.885
C 4.269 2.218 0.114
C 2.739 2.161 0.203
C -0.771 2.686 -0.083
C -0.902 4.149 -0.527
C -1.998 4.841 0.301
C -1.778 4.682 1.806
C -1.540 3.225 2.235
C -0.439 2.547 1.414
C -0.448 1.438 -2.856
C 0.357 0.342 -3.576
C -0.285 -0.021 -4.920
C -1.767 -0.398 -4.803
C -2.584 0.632 -4.015
C -1.927 1.034 -2.687
H 2.469 0.988 -1.574
H 2.204 4.047 -1.911
H 2.187 2.842 -3.209
H 4.448 3.892 -2.952
H 4.469 2.146 -2.691
H 5.843 3.237 -0.966
H 4.494 4.276 -0.505
H 4.630 1.233 -0.211
H 4.695 2.410 1.105
H 2.425 1.327 0.849
H 2.374 3.099 0.648
H -1.726 2.139 -0.221
H -2.964 4.397 0.028
H -1.141 4.213 -1.600
H 0.056 4.671 -0.372
H -2.042 5.901 0.031
H -2.635 5.091 2.352
H -0.902 5.277 2.092
H -1.283 3.192 3.300
H -2.466 2.646 2.109
H -0.369 1.482 1.675
H 0.524 3.029 1.629
H -0.392 2.380 -3.440
H 1.392 0.664 -3.747
H 0.396 -0.558 -2.932
H -0.191 0.845 -5.588
H 0.276 -0.844 -5.379
H -1.841 -1.363 -4.287
H -2.198 -0.525 -5.806
H -3.589 0.239 -3.811
H -2.715 1.537 -4.626
H -2.512 1.842 -2.231
H -1.998 0.188 -1.980
Yb -1.214 -2.567 0.514
Cl -2.726 -0.474 0.372
Cl 0.420 -2.493 -1.369
C 0.789 -1.139 1.384
H 1.717 -1.124 0.791
C 0.775 -0.981 2.763
C -0.550 -0.859 3.360
C -0.715 -0.806 4.732
C 0.401 -0.855 5.588
C 1.697 -0.918 5.048
C 1.909 -0.968 3.685
H -1.411 -0.803 2.679
H -1.720 -0.728 5.150
H 2.554 -0.928 5.729
H 2.915 -1.018 3.255
H 0.255 -0.838 6.668
C -3.559 -6.933 -0.138
N -2.377 -6.590 0.646
C -1.789 -7.456 1.526
C -0.666 -7.064 2.201
C -0.154 -5.761 1.972
N -0.814 -4.893 1.206
C -1.925 -5.295 0.527
O -2.546 -4.454 -0.187
N 0.975 -5.294 2.552
H -3.883 -7.932 0.167
H -3.308 -6.905 -1.207
H -4.343 -6.183 0.034
H -2.290 -8.422 1.620
H -0.143 -7.718 2.888
H 1.567 -5.927 3.065
H 1.383 -4.417 2.226
```

Properties
* HOMO level (alpha / beta): -2.42 / -2.63 eV
* multiplicity: 2
* charge: -1
* orbital gap (alpha / beta): 4.1 / 4.3 eV
* <S²>: 0.7869

***

[2]
DFT (wB97M-V/def2-TZVPD) results for 8 unconnected molecules or ions with the total composition C30H46F12N2O14S2 in a non-equilibrium geometry.

Structure (XYZ):
```
106
C30H46F12N2O14S2 wB97M-V/def2-TZVPD
C 1.298 2.362 -3.253
C 0.412 3.539 -3.431
O 0.326 4.008 -4.816
C 1.467 4.339 -5.293
O 2.488 4.655 -4.686
C 1.317 4.763 -6.879
F 2.311 5.683 -7.125
F 1.361 3.643 -7.653
F 0.187 5.381 -7.126
H 1.243 1.956 -2.238
H 2.344 2.627 -3.434
H 0.959 1.538 -3.856
H 0.774 4.370 -2.844
H -0.636 3.305 -3.221
C -8.874 -3.010 1.696
C -8.019 -1.747 1.592
O -6.715 -2.244 1.872
C -5.833 -1.292 2.284
O -6.072 -0.091 2.226
C -4.518 -1.904 2.844
F -4.801 -2.483 3.935
F -4.144 -2.795 1.970
F -3.595 -0.948 2.946
H -9.868 -2.757 1.428
H -8.794 -3.276 2.787
H -8.462 -3.833 1.125
H -8.289 -1.078 2.376
H -8.063 -1.261 0.608
C 4.528 1.971 -1.037
C 3.949 1.050 0.039
O 4.771 -0.151 -0.032
C 4.536 -0.995 0.874
O 3.748 -0.907 1.807
C 5.374 -2.330 0.621
F 4.722 -3.059 -0.328
F 6.550 -2.052 0.047
F 5.528 -3.034 1.781
H 4.382 1.534 -1.984
H 5.581 1.991 -0.840
H 4.043 2.942 -1.077
H 2.940 0.755 -0.166
H 4.058 1.523 0.981
C 1.266 1.452 2.340
C 0.833 2.770 1.737
O 1.284 3.865 2.574
C 0.535 3.996 3.666
O -0.582 3.590 3.831
C 1.155 5.126 4.531
F 1.182 6.196 3.751
F 0.409 5.451 5.561
F 2.437 4.819 4.951
H 0.983 0.732 1.551
H 0.728 1.145 3.207
H 2.346 1.464 2.426
H -0.236 2.836 1.613
H 1.343 3.087 0.823
C 1.087 -5.074 -2.350
C 2.486 -4.605 -2.363
O 2.507 -3.081 -2.184
S 2.853 -2.100 -3.395
C 4.625 -2.516 -3.556
O 2.156 -2.495 -4.569
O 2.724 -0.788 -2.867
H 0.509 -4.644 -1.506
H 0.978 -6.143 -2.407
H 0.564 -4.667 -3.213
H 3.172 -4.937 -1.560
H 2.938 -4.827 -3.336
H 5.053 -1.942 -4.380
H 4.557 -3.569 -3.886
H 5.241 -2.339 -2.660
C -3.476 2.867 2.242
C -4.241 2.805 0.873
O -3.205 2.695 -0.079
S -3.714 2.565 -1.577
C -4.417 0.851 -1.670
O -4.777 3.479 -1.758
O -2.553 2.597 -2.404
H -2.844 1.999 2.337
H -4.181 2.871 3.049
H -2.784 3.724 2.351
H -4.933 1.905 0.942
H -4.777 3.688 0.531
H -5.284 0.903 -1.001
H -3.736 0.094 -1.230
H -4.656 0.630 -2.707
C 1.701 -4.877 4.761
C 1.901 -5.251 3.406
C 2.838 -4.391 2.907
N 3.019 -3.374 3.786
C 2.333 -3.663 4.973
H 1.070 -5.431 5.495
H 1.473 -6.153 2.944
H 3.416 -4.489 1.967
H 3.784 -2.687 3.708
H 2.294 -3.049 5.894
C -0.501 -1.311 0.626
C -1.315 -0.179 0.372
C -0.868 0.347 -0.827
N 0.189 -0.437 -1.225
C 0.473 -1.397 -0.342
H -0.566 -1.902 1.535
H -2.145 0.154 1.035
H -1.251 1.172 -1.393
H 0.768 -0.210 -2.030
H 1.317 -2.036 -0.343
```

Properties
* HOMO level: -8.13 eV
* relative energy (zero: lowest compared OMol25 entry of this formula, charge and spin): 0.4860 eV
* SMILES: CCOC(=O)C(F)(F)F.CCOC(=O)C(F)(F)F.CCOC(=O)C(F)(F)F.CCOC(=O)C(F)(F)F.CCOS(C)(=O)=O.CCOS(C)(=O)=O.c1cc[nH]c1.c1cc[nH]c1
* orbital gap: 8.4 eV

***

[3]
DFT (wB97M-V/def2-TZVPD) results for a molecular structure, C30H46O2P2Sn in a non-equilibrium geometry.

Structure (XYZ):
```
81
C30H46O2P2Sn wB97M-V/def2-TZVPD
Sn -0.026 1.758 -2.944
C -0.825 -2.863 0.891
C 0.429 -2.755 0.234
C 0.558 -1.582 2.208
C -0.754 -2.122 2.102
C 1.291 -1.987 1.062
C -2.016 -3.594 0.414
H -1.732 -4.355 -0.321
H -2.748 -2.921 -0.057
H -2.519 -4.100 1.250
C -1.869 -1.928 3.047
H -2.392 -2.878 3.226
H -2.610 -1.216 2.652
H -1.508 -1.545 4.009
C 1.077 -0.723 3.290
H 0.497 -0.862 4.211
H 1.024 0.343 3.020
H 2.129 -0.962 3.501
C 2.701 -1.651 0.783
H 3.299 -1.708 1.702
H 2.806 -0.630 0.384
H 3.128 -2.345 0.049
C 0.784 -3.363 -1.065
H 1.162 -4.395 -0.945
H 1.572 -2.782 -1.567
H -0.088 -3.410 -1.736
C -1.192 2.124 -4.688
C -2.161 0.952 -4.508
C -1.784 -0.295 -5.320
C -0.338 -0.767 -5.152
C 0.515 -0.107 -4.058
C 1.392 0.986 -4.404
C 1.155 1.697 -5.721
C -0.305 2.170 -5.930
H -1.961 -0.090 -6.390
H 0.170 -0.691 -6.127
H -2.466 -1.109 -5.051
H -0.748 1.604 -6.767
H -1.666 3.086 -4.459
H -3.169 1.296 -4.800
H -0.296 3.214 -6.268
H 1.838 2.561 -5.821
H 2.407 0.933 -4.003
H 1.434 0.998 -6.533
H -0.359 -1.848 -4.926
H 0.878 -0.808 -3.298
P -2.582 0.549 -2.708
C -3.985 1.604 -2.245
C -3.114 -1.167 -2.442
P 2.554 4.377 -1.814
C 0.875 3.808 -2.430
C 3.337 2.722 -1.584
C 3.284 4.847 -3.439
H -3.929 1.822 -1.165
H -4.926 1.077 -2.469
H -3.938 2.546 -2.805
H -2.251 -1.851 -2.483
H -3.880 -1.484 -3.168
H -3.530 -1.218 -1.421
H 2.641 4.513 -4.261
H 4.293 4.433 -3.545
H 3.350 5.943 -3.445
H 0.137 4.165 -1.688
H 0.675 4.377 -3.354
H 4.136 2.879 -0.847
H 3.780 2.320 -2.505
H 2.608 2.017 -1.165
O 0.121 1.372 -0.798
C -0.902 1.228 0.017
O -1.770 0.337 -0.090
C -0.992 2.199 1.162
C -1.303 1.682 2.422
C -1.317 2.513 3.545
C -1.075 3.885 3.390
C -0.847 4.418 2.117
C -0.833 3.587 0.999
H -1.527 0.615 2.501
H -1.523 2.085 4.528
H -1.058 4.531 4.263
H -0.683 5.491 1.999
H -0.704 3.996 0.002
```

Properties
* HOMO level (alpha / beta): -13.02 / -13.02 eV
* relative energy (zero: lowest compared OMol25 entry of this formula, charge and spin): 0.0000 eV
* charge: +2
* orbital gap (alpha / beta): 5.2 / 5.2 eV

***

[4]
DFT (wB97M-V/def2-TZVPD) results for a molecular structure, C30H47AuBCl2N3P2.

Structure (XYZ):
```
86
C30H47AuBCl2N3P2 wB97M-V/def2-TZVPD
Au 0.173 -0.111 -0.089
C -1.877 -0.423 -3.801
C -2.516 0.007 -2.477
C -2.765 -1.257 -1.640
C -3.864 0.675 -2.755
P -1.327 1.071 -1.494
C -2.431 1.990 -0.283
N -2.354 1.269 0.962
B -1.367 0.268 1.180
N -1.399 -0.056 2.569
C -0.367 -0.850 3.190
P 0.850 -1.294 1.836
C 0.625 -3.134 1.611
C 1.040 -3.928 2.850
C -0.860 -3.376 1.314
C 1.432 -3.614 0.400
C 2.499 -0.778 2.508
C 3.617 -1.339 1.618
C 2.722 -1.179 3.966
C 2.516 0.758 2.395
C -2.340 0.770 3.184
C -2.703 0.893 4.511
C -3.665 1.847 4.842
C -4.243 2.651 3.869
C -3.881 2.532 2.528
C -2.931 1.588 2.191
C -0.560 2.464 -2.470
C 0.261 3.305 -1.476
C -1.614 3.344 -3.143
C 0.409 1.912 -3.521
H -2.478 -1.230 -4.228
H -0.862 -0.792 -3.668
H -1.858 0.392 -4.524
H -3.486 -1.888 -2.166
H -3.173 -1.024 -0.653
H -1.843 -1.824 -1.508
H -4.412 0.036 -3.452
H -3.771 1.657 -3.213
H -4.474 0.765 -1.857
H -3.453 2.067 -0.658
H -2.046 3.006 -0.176
H -0.751 -1.763 3.650
H 0.141 -0.282 3.973
H 0.542 -3.584 3.760
H 2.117 -3.888 3.007
H 0.768 -4.976 2.702
H -1.521 -3.081 2.130
H -1.001 -4.446 1.144
H -1.173 -2.848 0.413
H 2.506 -3.577 0.578
H 1.230 -3.021 -0.489
H 1.161 -4.653 0.192
H 3.764 -2.409 1.779
H 4.549 -0.830 1.874
H 3.406 -1.144 0.565
H 2.744 -2.257 4.113
H 1.979 -0.753 4.641
H 3.695 -0.785 4.268
H 2.433 1.069 1.353
H 3.473 1.119 2.779
H 1.720 1.226 2.984
H -2.253 0.269 5.273
H -3.964 1.961 5.875
H -4.985 3.384 4.155
H -4.326 3.168 1.773
H -0.364 3.974 -0.883
H 0.956 3.921 -2.050
H 0.873 2.688 -0.813
H -2.368 3.709 -2.441
H -2.116 2.826 -3.959
H -1.113 4.217 -3.569
H 1.139 1.249 -3.067
H 0.951 2.750 -3.965
H -0.096 1.382 -4.324
Cl 4.199 1.979 -0.806
C 3.949 0.764 -2.045
C 4.858 0.689 -3.073
C 4.702 -0.243 -4.096
C 3.599 -1.083 -4.043
C 2.692 -0.995 -3.008
Cl 1.316 -2.089 -3.070
C 2.785 -0.075 -1.899
N 2.009 0.025 -0.855
H 5.698 1.371 -3.074
H 5.417 -0.310 -4.903
H 3.433 -1.818 -4.821
```

Properties
* HOMO level: -5.51 eV
* orbital gap: 5.9 eV

***

[5]
DFT (wB97M-V/def2-TZVPD) results for a molecular structure, C30H47AuClP2 in a non-equilibrium geometry.

Structure (XYZ):
```
81
C30H47AuClP2 wB97M-V/def2-TZVPD
Au -0.167 -1.217 -4.680
C -0.871 -1.890 0.719
C 0.427 -2.235 0.242
C 0.677 -0.664 1.917
C -0.713 -0.956 1.786
C 1.386 -1.448 0.947
C -2.158 -2.351 0.181
H -2.028 -2.924 -0.743
H -2.828 -1.499 -0.027
H -2.674 -2.999 0.912
C -1.796 -0.388 2.603
H -2.739 -0.914 2.413
H -1.964 0.686 2.428
H -1.559 -0.518 3.668
C 1.280 0.224 2.913
H 0.876 0.019 3.914
H 1.075 1.282 2.702
H 2.365 0.087 2.957
C 2.829 -1.413 0.720
H 3.393 -1.978 1.481
H 3.204 -0.376 0.749
H 3.091 -1.834 -0.265
C 0.734 -3.345 -0.691
H 0.829 -4.275 -0.096
H 1.684 -3.190 -1.216
H -0.074 -3.505 -1.423
C -1.480 1.191 -5.830
C -1.591 -0.201 -5.986
C -0.893 -0.934 -7.139
C 0.630 -0.607 -7.172
C 1.208 -0.259 -5.793
C 1.496 1.142 -5.258
C 0.852 2.268 -6.072
C -0.593 2.078 -6.618
H -1.353 -0.868 -8.122
H 0.841 0.215 -7.843
H -1.001 -1.990 -6.838
H -0.502 1.843 -7.689
H -2.274 1.782 -5.343
H -2.606 -0.573 -5.792
H -0.995 3.110 -6.593
H 0.923 3.183 -5.458
H 2.595 1.336 -5.344
H 1.535 2.417 -6.935
H 1.131 -1.519 -7.561
H 2.108 -0.819 -5.533
P -1.460 0.489 -1.837
C -2.949 1.590 -1.647
C -2.337 -0.719 -2.943
P 1.478 1.302 -3.284
C -0.360 1.486 -3.050
C 3.035 0.278 -3.185
C 2.060 2.537 -2.057
H -2.796 2.262 -0.791
H -3.795 0.901 -1.451
H -3.120 2.160 -2.582
H -1.649 -1.498 -3.424
H -2.909 -0.140 -3.692
H -2.992 -1.313 -2.321
H 1.976 3.557 -2.435
H 3.099 2.311 -1.769
H 1.446 2.427 -1.146
H -0.567 2.544 -2.809
H -0.837 1.326 -4.037
H 3.406 0.164 -2.168
H 3.823 0.839 -3.728
H 2.962 -0.715 -3.673
Cl -0.986 5.055 -1.204
C -1.020 5.009 0.510
C -1.213 6.170 1.228
C -1.230 6.157 2.636
C -1.043 4.937 3.319
C -0.837 3.748 2.624
C -0.803 3.740 1.180
C -0.573 2.555 0.499
H -1.353 7.116 0.703
H -1.374 7.083 3.198
H -1.071 4.932 4.417
H -0.744 2.772 3.135
H -0.461 2.593 -0.584
H -0.502 1.610 1.021
```

Properties
* HOMO level (alpha / beta): -9.25 / -9.15 eV
* relative energy (zero: lowest compared OMol25 entry of this formula, charge and spin): 4.9684 eV
* multiplicity: 3
* charge: +1
* orbital gap (alpha / beta): 5.9 / 5.8 eV
* <S²>: 2.0671